1.
The following is a DFT calculation (ωB97M-V/def2-TZVPD) of a cluster of 11 separate species, C18H40Br2O18 in total in a non-equilibrium geometry.

Computed properties:
- spin multiplicity = 2
- net charge = +1
- electronic energy (eV) = -196242.8520
- lowest unoccupied orbital energy (alpha / beta) (Eh) = -0.10282 / -0.36532

Geometry as XYZ:
```
78
Properties=species:S:1:pos:R:3:forces:R:3
Br -2.846019 3.340898 5.004112 0.1 0.8 -0.6
C -2.464216 4.597858 3.514514 0.3 -0.5 -0.2
C -3.519313 4.559316 2.381306 1.5 0.6 1.4
Br -5.050674 5.660288 2.877583 0.2 -0.5 -0.4
H -1.480812 4.307340 3.144903 -0.2 -0.6 -0.3
H -2.215804 5.598036 3.869544 -0.9 0.0 0.4
H -3.784782 3.527578 2.150749 -0.2 0.3 0.0
H -2.962447 5.027093 1.569403 -0.6 0.0 -0.4
C 3.012760 4.862509 -4.679406 0.4 -0.3 0.3
C 3.026234 4.175569 -3.299575 -0.2 2.0 -0.7
C 3.070413 5.270688 -2.226774 0.0 -2.9 0.2
O 2.252883 4.596977 -1.189329 0.1 0.7 0.9
C 1.520715 3.557813 -1.674459 -2.2 0.6 2.3
O 0.651241 2.916907 -1.006443 3.9 2.2 -3.1
O 1.796386 3.524353 -2.973443 -0.7 -2.4 -1.4
H 3.705238 5.704270 -4.676059 0.3 0.0 0.3
H 2.064211 5.355475 -4.892345 -0.2 -0.6 -0.1
H 3.396736 4.215771 -5.468320 -0.6 -0.1 -0.1
H 3.887375 3.512339 -3.217906 -0.3 -0.4 0.1
H 2.681932 6.196026 -2.652127 -0.2 0.1 0.9
H 4.103874 5.257939 -1.880513 -0.3 0.9 0.4
C 3.615944 0.041175 -2.096442 1.0 0.3 -0.4
C 3.425099 -0.335778 -3.568819 -0.1 1.2 -0.1
C 4.278995 0.421376 -4.630114 -1.3 1.0 1.2
O 5.471618 -0.284974 -4.741230 -0.3 -2.4 0.8
C 5.147096 -1.598102 -4.368304 2.2 -0.9 -0.8
O 5.855386 -2.559711 -4.557497 -1.7 2.1 0.6
O 3.924255 -1.615669 -3.760653 0.9 -2.2 -0.3
H 3.012159 0.873836 -1.735593 -0.4 -0.3 -0.1
H 4.647496 0.366312 -1.961175 0.3 0.2 -0.2
H 3.589117 -0.839808 -1.455157 -0.7 0.1 0.0
H 2.387477 -0.339537 -3.902635 -0.1 0.1 0.3
H 4.481084 1.401838 -4.198907 0.0 0.3 -0.8
H 3.748257 0.373700 -5.580984 0.1 0.6 -0.1
C -1.621602 1.025689 1.411485 0.1 -2.0 0.2
C -1.492818 -0.370798 0.829580 -1.0 0.4 -2.4
C -2.075467 -0.548143 -0.610587 -2.1 0.5 2.4
O -0.986680 -0.841937 -1.341044 -0.7 -0.2 -6.0
C 0.070793 -1.120705 -0.694173 0.5 0.7 0.5
O 1.016136 -1.669105 -1.196230 0.9 -0.6 0.2
O -0.087607 -0.621537 0.480940 1.2 -0.7 4.1
H -1.041973 1.676876 0.757205 -0.2 0.4 0.5
H -1.253895 0.860417 2.424190 0.3 1.0 0.1
H -2.686425 1.239407 1.504095 0.1 0.3 -0.2
H -2.038376 -1.170134 1.331104 1.1 0.0 1.1
H -2.651278 0.323808 -0.920815 0.3 0.0 -0.5
H -2.684297 -1.451299 -0.652228 -0.7 0.2 0.3
C -2.853622 -3.453788 3.677295 1.2 0.4 1.4
C -2.195402 -4.462704 4.615310 -0.9 -0.9 -0.1
C -0.856808 -4.237009 5.284554 1.2 1.6 -0.7
O -1.073418 -4.130731 6.688540 -0.2 -0.8 -0.2
C -2.385393 -4.258838 6.924886 -2.3 1.8 3.5
O -2.935405 -3.987387 8.016747 2.1 -1.5 -4.2
O -3.048327 -4.548497 5.775333 -0.3 -0.6 0.2
H -2.610760 -2.532759 4.207245 -0.1 0.7 -0.8
H -3.940948 -3.528193 3.693834 0.2 -0.8 0.2
H -2.479753 -3.521817 2.655681 0.1 0.2 0.2
H -2.103631 -5.373287 4.023266 -0.6 -0.7 0.7
H -0.430147 -3.266771 5.030178 0.1 0.1 -0.4
H -0.114903 -4.978664 4.988530 -0.1 -0.3 0.6
O -1.868589 -2.976862 -2.894336 0.2 -0.3 0.0
H -2.685753 -3.224688 -3.326839 -0.2 -0.3 -0.3
H -2.098799 -2.212369 -2.366328 0.3 0.3 0.0
O -5.567930 0.887797 1.411124 0.4 -0.2 0.1
H -5.469209 1.834605 1.511422 -0.1 0.3 0.2
H -5.940215 0.776674 0.536316 -0.2 -0.1 -0.2
O 2.965975 -2.203209 1.943234 0.2 -0.1 -0.2
H 2.290280 -2.289830 1.270812 -0.2 0.2 -0.1
H 2.481244 -2.173082 2.768074 -0.1 0.0 0.3
O 0.620270 -3.525692 -3.801171 1.5 -1.0 -0.4
H 1.087384 -2.702257 -3.659727 0.6 0.9 0.1
H -0.179314 -3.440261 -3.281942 -1.9 0.1 0.9
O -4.305788 -1.817913 1.931092 0.2 0.0 -0.4
H -4.325817 -2.233122 2.793324 -0.1 0.1 0.0
H -4.589546 -0.917915 2.091481 -0.4 0.6 -0.1
O 2.679879 -3.876800 -1.316844 -0.1 -1.2 -0.6
H 3.068310 -3.156057 -1.812726 0.6 0.7 -0.6
H 1.969712 -3.470810 -0.819793 -0.8 0.6 0.4
```
Positions in Å, forces in eV/Å.

2.
The following is a DFT calculation (ωB97M-V/def2-TZVPD) of the ion C2H8N4O with charge +2 in a non-equilibrium geometry.

Computed properties:
- relative energy (zero: lowest compared OMol25 entry of this formula, charge and spin) (eV) = 2.240
- net charge = +2
- SMILES = [NH3+]N/[NH+]=C\N=C/O
- electronic energy (eV) = -10190.5520
- lowest unoccupied orbital energy (Eh) = -0.29584

Geometry as XYZ:
```
15
Properties=species:S:1:pos:R:3:forces:R:3
C 0.898047 -0.954918 0.238876 0.3 1.3 0.1
C 3.045518 0.428898 0.304036 -5.9 -1.2 1.1
N 1.726731 0.053870 0.211848 1.0 -1.0 -0.2
N -0.427281 -0.849737 -0.207348 -1.2 -2.9 1.3
N -1.081003 0.348855 -0.479170 0.4 1.1 0.1
N -2.467703 0.384885 0.066282 0.7 0.8 -2.8
O 3.875843 -0.040331 -0.485975 -1.5 -1.5 -1.4
H 1.122450 -1.983581 0.665333 -0.1 1.3 -0.6
H 3.103073 1.168898 1.081592 1.3 0.5 0.2
H -1.081397 -1.736102 -0.020571 2.2 2.3 -0.8
H -1.165341 0.553927 -1.488092 0.0 -0.4 0.5
H -2.961212 -0.265717 -0.596282 -0.7 1.0 1.0
H -2.817775 1.434411 0.001732 0.6 -2.5 0.3
H -2.487910 -0.002319 0.998640 -0.1 0.2 0.8
H 4.759987 0.204807 -0.399905 2.9 1.2 0.3
```
Positions in Å, forces in eV/Å.

3.
The following is a DFT calculation (ωB97M-V/def2-TZVPD) of a cluster of 2 separate species, C2H4N2S in total in a non-equilibrium geometry.

Computed properties:
- relative energy (zero: lowest compared OMol25 entry of this formula, charge and spin) (eV) = 2.949
- electronic energy (eV) = -15950.9338
- lowest unoccupied orbital energy (alpha / beta) (Eh) = 0.00403 / 0.00404

Geometry as XYZ:
```
9
Properties=species:S:1:pos:R:3:forces:R:3
C 0.452350 2.953037 1.300685 -1.0 -1.0 -1.2
C -0.470715 0.854446 -0.213122 3.0 -2.6 1.4
N 1.404065 3.537359 1.493234 2.1 1.1 1.0
N 0.447092 -0.618475 0.901719 -1.4 2.5 -2.2
S -0.959383 2.333016 0.669583 -1.4 -1.2 -0.2
H -1.287283 0.283305 -0.663311 0.0 0.7 0.3
H 0.405673 0.999470 -0.899306 -1.1 0.0 0.7
H -0.312629 -1.112816 1.443543 0.9 0.4 -1.5
H 0.797220 -1.095195 0.019265 -1.1 0.1 1.7
```
Positions in Å, forces in eV/Å.

4.
The following is a DFT calculation (ωB97M-V/def2-TZVPD) of the ion C7H11N4O with charge +1 in a non-equilibrium geometry.

Computed properties:
- relative energy (zero: lowest compared OMol25 entry of this formula, charge and spin) (eV) = 4.950
- spin multiplicity = 3
- net charge = +1
- electronic energy (eV) = -15431.3953
- lowest unoccupied orbital energy (alpha / beta) (Eh) = -0.13040 / -0.25858

Geometry as XYZ:
```
23
Properties=species:S:1:pos:R:3:forces:R:3
C -0.742231 1.161822 -0.907369 -2.2 3.2 -1.5
C -2.095025 0.710504 -0.532128 1.6 -2.7 1.6
C -2.123053 -0.747973 -0.182866 -1.7 5.4 -1.3
C -0.076923 -1.272042 -1.119246 1.0 -1.0 0.2
C 2.493334 -0.051692 0.311871 0.9 -1.2 0.5
C 0.458813 0.232943 1.601372 1.4 -2.7 -1.0
C 1.128134 0.560513 0.216075 1.5 -1.0 2.4
N -1.215980 -1.583194 -0.388556 1.6 -3.2 -0.5
N -3.308125 -0.842896 0.464370 -0.7 -1.8 0.6
N -3.940531 0.159369 0.607322 -1.1 -0.1 0.8
N 0.305304 0.229456 -1.022685 -0.1 -1.3 0.0
O -3.081714 1.307215 0.010471 1.2 1.1 -1.4
H -0.482161 2.198203 -1.282364 -0.5 -1.4 0.6
H 0.802236 -1.769394 -0.675861 -0.3 0.2 0.1
H -0.035301 -1.706674 -2.166842 -0.6 1.2 0.7
H 2.523049 -1.102333 0.561889 -0.7 -0.5 0.4
H 3.075072 -0.093556 -0.553583 0.9 0.7 -1.8
H 3.125016 0.377003 1.109726 -0.6 0.4 -0.5
H 1.319618 -0.125937 2.303143 -1.8 0.7 -1.3
H -0.151149 -0.696328 1.343534 0.4 1.3 1.3
H -0.033509 1.053972 2.068855 -0.8 0.4 0.1
H 1.281484 1.583747 0.137379 0.1 2.0 -0.3
H 0.773647 0.417276 -1.904514 0.8 0.3 0.1
```
Positions in Å, forces in eV/Å.

5.
The following is a DFT calculation (ωB97M-V/def2-TZVPD) of the molecule C23H34N4OS.

Computed properties:
- relative energy (zero: lowest compared OMol25 entry of this formula, charge and spin) (eV) = 0.240
- SMILES = CC[C@H]1CCCCN1CCCNC(=O)c1ccc2nc(N3CCCCC3)sc2c1
- electronic energy (eV) = -43247.7809
- lowest unoccupied orbital energy (Eh) = 0.01972

Geometry as XYZ:
```
63
Properties=species:S:1:pos:R:3:forces:R:3
C 5.319514 1.257966 2.367064 0.2 -0.2 0.0
C 6.497055 0.637334 1.627305 -0.3 0.1 -0.2
H 7.362935 1.299190 1.698562 0.1 -0.1 0.0
H 6.763477 -0.304385 2.105960 0.1 0.0 0.0
C 6.192162 0.421190 0.137413 0.4 0.1 0.1
N 4.985727 -0.374620 -0.045269 0.0 0.2 0.0
C 5.185891 -1.773038 0.287964 0.0 -0.2 -0.1
C 6.349930 -2.430223 -0.465062 0.0 0.1 0.2
C 7.630950 -1.634272 -0.235564 -0.1 0.0 -0.2
C 7.401655 -0.171948 -0.609769 -0.1 0.0 0.2
H 8.292864 0.418934 -0.391273 0.0 0.1 -0.1
H 7.212262 -0.107486 -1.684611 0.0 0.0 -0.1
H 7.925860 -1.708981 0.812789 0.1 0.0 0.0
H 8.444376 -2.047452 -0.837092 0.0 0.0 0.1
H 6.470820 -3.459447 -0.122425 0.0 -0.1 -0.1
H 6.128604 -2.458477 -1.534657 0.0 -0.1 0.0
H 4.258035 -2.310549 0.079369 0.0 0.0 0.1
H 5.371633 -1.841790 1.363163 -0.1 -0.1 0.0
C 4.304724 -0.178524 -1.313763 -0.4 -0.2 0.0
C 2.784656 -0.168284 -1.122847 0.3 0.3 0.0
H 2.299355 -0.145679 -2.100347 -0.1 0.0 0.0
C 2.343497 1.046784 -0.307386 0.2 -0.1 -0.2
N 0.918928 1.052208 -0.075812 0.1 -0.3 0.1
C 0.088833 1.964799 -0.634237 0.0 -0.1 0.2
O 0.492043 2.898527 -1.302740 0.0 0.2 -0.1
C -1.359328 1.762082 -0.340666 -0.2 0.0 -0.1
C -1.918412 0.496458 -0.191884 0.1 0.1 0.0
C -3.271868 0.404775 0.050935 -0.3 0.2 0.1
C -4.094113 1.549023 0.158345 0.8 -0.5 -0.1
C -3.521191 2.806182 -0.005271 -0.1 -0.1 0.0
C -2.170597 2.897510 -0.260434 0.2 0.0 0.0
H -1.703864 3.859756 -0.405574 0.0 0.1 0.0
H -4.144100 3.683228 0.065162 -0.1 0.1 0.0
N -5.409088 1.294659 0.402337 -0.8 0.5 0.0
C -5.657621 0.035477 0.492206 0.9 -0.4 0.0
N -6.852788 -0.483455 0.796384 -0.3 -0.1 0.2
C -7.159182 -1.884978 0.639997 0.1 -0.3 -0.3
H -6.237630 -2.467223 0.689019 -0.1 0.0 0.1
C -7.886888 -2.125085 -0.684698 -0.1 0.0 0.2
C -9.144181 -1.259971 -0.744976 0.2 0.1 -0.2
C -8.779536 0.208606 -0.536583 -0.1 -0.1 0.2
H -9.677960 0.826298 -0.520147 0.0 0.1 0.0
C -8.019169 0.376596 0.779409 -0.2 0.4 -0.2
H -7.681981 1.404452 0.909490 -0.1 -0.1 0.1
H -8.658869 0.092273 1.621534 0.0 0.0 0.0
H -8.144616 0.550857 -1.356041 0.0 0.1 0.0
H -9.641201 -1.389762 -1.707636 -0.1 0.0 0.0
H -9.838995 -1.576261 0.037035 -0.1 0.0 0.0
H -8.143250 -3.181222 -0.774812 0.0 -0.1 0.0
H -7.220390 -1.863583 -1.509266 0.1 0.0 0.0
H -7.803719 -2.182679 1.474683 0.1 -0.1 0.0
S -4.236212 -1.034847 0.264853 -0.3 0.3 0.0
H -1.328984 -0.402513 -0.297116 0.1 -0.1 0.0
H 0.536403 0.310083 0.486659 -0.1 0.2 0.0
H 2.876699 1.050833 0.646682 0.0 0.1 -0.1
H 2.570317 1.967405 -0.849359 0.0 -0.1 0.1
H 2.473623 -1.080561 -0.608934 0.0 -0.1 0.0
H 4.562387 -0.954590 -2.049095 0.1 0.1 0.0
H 4.600884 0.784098 -1.736279 0.1 0.0 0.0
H 5.980391 1.411966 -0.282903 0.0 -0.1 0.0
H 5.575819 1.434999 3.409320 0.0 0.1 0.1
H 4.462874 0.591014 2.327178 -0.1 0.0 0.0
H 5.040547 2.206299 1.913695 -0.1 0.1 0.0
```
Positions in Å, forces in eV/Å.

6.
The following is a DFT calculation (ωB97M-V/def2-TZVPD) of a structure of composition C17H7BiCl5F6N2O7 in a non-equilibrium geometry.

Computed properties:
- relative energy (zero: lowest compared OMol25 entry of this formula, charge and spin) (eV) = 0.901
- net charge = +1
- electronic energy (eV) = -119800.6170
- lowest unoccupied orbital energy (Eh) = -0.18739

Geometry as XYZ:
```
45
Properties=species:S:1:pos:R:3:forces:R:3
Bi 1.841500 0.594800 0.200700 -0.1 -0.2 0.2
Cl -4.009400 1.766300 -5.278400 0.0 0.1 0.1
C -2.697900 1.450100 -4.230000 -0.4 1.2 0.9
C -2.486400 2.208700 -3.112900 -0.2 -0.6 -1.1
Cl -3.488400 3.514500 -2.702000 -0.1 -0.1 0.0
C -1.470100 1.783000 -2.115600 0.7 0.6 -0.8
Cl -0.763900 3.154100 -1.256600 0.0 0.1 -0.4
C -0.387100 0.829300 -2.583600 0.2 0.2 -0.1
O 0.630600 0.628400 -1.903300 -0.5 0.1 -0.2
C -0.642000 0.166500 -3.815000 -0.2 -0.3 -0.8
Cl 0.565100 -0.902000 -4.382800 0.1 -0.1 0.1
C -1.757800 0.433800 -4.592800 1.2 -0.6 0.5
Cl -1.981400 -0.391300 -6.046400 0.0 0.0 0.1
O -0.171300 1.270300 0.753800 0.6 -0.3 0.5
C -0.646300 1.430000 1.913800 -0.5 0.3 -0.1
C -0.050700 1.224100 3.163200 0.6 -0.3 0.4
C -0.797700 1.569000 4.318800 0.1 0.0 0.2
C -0.271600 1.373900 5.563700 0.2 -0.2 -0.7
C 0.976800 0.744300 5.741200 -0.2 0.1 -0.1
C 1.708800 0.382300 4.647400 0.0 0.0 -0.2
C 1.258200 0.653700 3.331300 -0.4 0.2 0.6
O 2.054400 0.380000 2.351100 0.1 0.1 -0.7
N -1.038300 1.796000 6.732400 0.1 0.0 -0.4
O -0.616900 1.471600 7.812200 0.1 -0.1 0.6
O -2.027200 2.451100 6.511300 -0.5 0.3 0.2
H -1.681500 1.792100 1.924300 0.0 0.0 0.0
H -1.788600 1.990400 4.231400 0.0 0.1 -0.1
H 1.329700 0.568300 6.749200 0.0 0.0 -0.1
H 2.663000 -0.111200 4.744600 0.1 0.0 0.1
O -2.803500 0.008300 -1.375800 0.5 0.7 -0.6
N -2.258800 1.004100 -1.064600 -1.3 -0.9 2.0
C 1.699400 -3.577200 1.137600 -0.1 0.2 -0.2
C 0.941500 -2.525300 0.316400 -0.3 -0.6 0.0
O 1.748100 -1.420500 0.067400 -0.1 0.2 0.0
C 0.536100 -3.114400 -1.063800 0.1 -0.1 -0.1
F 1.602300 -3.252500 -1.844300 0.3 0.0 0.0
F -0.323700 -2.317400 -1.714700 -0.2 0.2 0.0
F -0.042100 -4.306600 -0.950500 0.0 -0.2 0.1
C -0.361500 -2.153400 1.054800 -0.2 0.0 0.2
F -1.200000 -3.176300 1.157100 0.0 -0.2 -0.1
F -1.026400 -1.154400 0.451100 0.0 0.1 -0.2
F -0.115000 -1.716600 2.300100 0.3 0.0 0.2
H 2.508500 -3.992300 0.543100 0.0 0.0 -0.1
H 1.032500 -4.385900 1.430900 0.0 0.0 0.1
H 2.123200 -3.091800 2.014400 -0.1 0.0 0.0
```
Positions in Å, forces in eV/Å.